No. 1
Below is a structure of composition C4H6N2O2 at a distorted geometry, with properties calculated with the ωB97M-V functional and the def2-TZVPD basis.

Output
Orbital gap: 8.8 eV
LUMO energy: -0.62 eV

```
! RIJCOSX wB97M-V def2-TZVPD def2/J DEFGRID3
* xyz 0 1
C 0.789 1.119 -1.733
C 0.544 -0.295 -0.829
C 0.282 -0.746 2.019
C -1.125 -0.180 2.324
H 1.965 1.605 -2.194
H -0.954 0.748 -0.832
H 1.022 0.058 1.844
H 1.118 -1.765 2.152
H -1.251 0.825 2.596
H -2.057 -0.974 2.643
N -0.393 0.330 0.040
N -0.881 -0.680 1.025
O -0.398 1.572 -2.270
O 1.166 -1.251 -0.774
*
```



No. 2
Below is a structure of composition C18H30IrNO4P2S2Se2 at a distorted geometry, with properties calculated with the ωB97M-V functional and the def2-TZVPD basis.

Output
Orbital gap: 6.0 eV
LUMO energy: -1.18 eV

```
! RIJCOSX wB97M-V def2-TZVPD def2/J DEFGRID3
* xyz 0 1
Ir -1.121 -0.960 -0.229
O 1.411 -3.791 1.119
C 2.614 -3.385 0.470
C 2.659 -1.891 0.126
C 4.180 -1.610 -0.033
O 4.541 -0.254 -0.157
C 2.176 -1.005 1.277
Se 0.288 -0.671 1.713
C 2.004 -1.527 -1.227
Se 0.315 -2.433 -1.589
H 1.400 -4.753 1.094
H 2.764 -3.960 -0.451
H 3.453 -3.598 1.143
H 4.544 -2.194 -0.890
H 4.709 -1.963 0.855
H 4.020 0.193 -0.835
H 2.567 -0.004 1.125
H 2.578 -1.393 2.216
H 2.682 -1.795 -2.040
H 1.815 -0.456 -1.277
C -2.546 -4.066 -0.310
P -2.230 -2.604 0.719
C -1.717 -3.304 2.308
C -3.914 -1.952 1.105
C -3.755 -0.562 1.730
P -2.693 0.449 0.620
C -2.197 1.882 1.607
C -3.881 1.138 -0.570
H -3.359 -4.664 0.105
H -1.641 -4.670 -0.369
H -2.802 -3.748 -1.321
H -2.411 -4.102 2.585
H -1.715 -2.532 3.075
H -0.701 -3.686 2.232
H -4.461 -2.634 1.759
H -4.459 -1.896 0.158
H -3.205 -0.642 2.673
H -4.714 -0.090 1.947
H -3.064 2.344 2.083
H -1.705 2.611 0.964
H -1.479 1.563 2.363
H -4.629 1.719 -0.028
H -4.376 0.337 -1.120
H -3.364 1.777 -1.285
O 4.048 2.547 -0.850
S 2.838 2.963 -0.200
O 2.898 3.452 1.144
N 1.734 1.738 -0.322
C 0.757 2.055 -1.104
S -0.510 1.024 -1.617
C 0.812 3.447 -1.669
C -0.085 4.099 -2.496
C 0.193 5.411 -2.859
C 1.340 6.055 -2.402
C 2.242 5.399 -1.572
C 1.949 4.096 -1.229
H -0.974 3.593 -2.848
H -0.492 5.944 -3.506
H 1.533 7.078 -2.698
H 3.136 5.887 -1.211
*
```



No. 3
Below is a cluster of 11 separate species, CH23O11 in total at a distorted geometry, with properties calculated with the ωB97M-V functional and the def2-TZVPD basis.

Output
Orbital gap: 8.9 eV
LUMO energy: 2.82 eV

```
! RIJCOSX wB97M-V def2-TZVPD def2/J DEFGRID3
* xyz -1 1
C -0.105 0.322 0.960
O -0.515 -0.085 -0.321
H -0.223 1.410 1.085
H -0.700 -0.214 1.713
H 0.937 0.063 1.213
O 3.756 0.096 0.860
H 3.013 0.616 0.523
H 4.535 0.554 0.531
O -3.319 -0.633 0.167
H -3.363 -1.273 -0.555
H -2.546 -0.086 -0.057
O 3.329 -2.082 2.702
H 2.548 -2.562 2.407
H 3.238 -1.195 2.305
O -1.276 -2.823 -0.022
H -0.538 -3.173 -0.528
H -1.104 -1.853 0.046
O 2.249 2.852 0.236
H 2.158 3.773 -0.028
H 1.353 2.493 0.177
O -2.968 -0.236 3.520
H -3.020 0.635 3.113
H -2.277 -0.689 3.021
O 1.939 -1.103 -1.653
H 1.636 -2.009 -1.764
H 1.288 -0.705 -1.042
O -1.977 2.527 -1.070
H -1.343 1.911 -0.664
H -1.766 2.488 -2.009
O 0.386 1.364 -2.609
H 0.167 0.615 -3.172
H 0.302 1.006 -1.694
O -2.036 -1.025 -2.605
H -2.449 -0.175 -2.789
H -1.309 -0.805 -1.994
*
```



No. 4
Below is a cluster of 2 separate species, C6H16N in total at a distorted geometry, with properties calculated with the ωB97M-V functional and the def2-TZVPD basis.

Output
Orbital gap (alpha / beta): 5.8 / 5.2 eV
LUMO energy (alpha / beta): -12.94 / -13.54 eV

```
! RIJCOSX wB97M-V def2-TZVPD def2/J DEFGRID3
* xyz 2 2
C -2.508 1.463 0.052
C -2.007 0.180 -0.423
C -0.541 0.202 -1.083
C 0.217 -1.123 -1.234
C 1.148 -1.563 -0.058
C 1.805 -0.475 0.885
N 0.891 0.106 1.696
H -2.598 2.101 -0.831
H -1.835 1.950 0.763
H -3.519 1.477 0.506
H -1.600 -0.479 0.412
H -2.684 -0.425 -1.017
H 0.072 0.991 -0.657
H -0.756 0.487 -2.141
H 0.825 -0.912 -2.126
H -0.532 -1.854 -1.493
H 1.884 -2.265 -0.438
H 0.444 -2.089 0.591
H 2.693 -0.958 1.344
H 2.167 0.377 0.252
H 4.450 4.802 1.070
H 5.045 4.424 0.835
H 1.091 0.507 2.638
*
```



No. 5
Below is a structure of composition H2N2O3S at a distorted geometry, with properties calculated with the ωB97M-V functional and the def2-TZVPD basis.

Output
Orbital gap (alpha / beta): 7.7 / 7.8 eV
LUMO energy (alpha / beta): -1.77 / -1.77 eV

```
! RIJCOSX wB97M-V def2-TZVPD def2/J DEFGRID3
* xyz 0 1
N -1.002 -1.251 -1.812
N -0.175 0.591 -0.373
O 0.169 -1.335 1.360
O 1.170 0.703 2.083
O -0.232 -0.384 -1.803
S 1.099 -0.264 1.036
H 0.030 1.546 -0.635
H -1.060 0.393 0.144
*
```



No. 6
Below is a cluster of 14 separate species, C6H42N2O13 in total at a distorted geometry, with properties calculated with the ωB97M-V functional and the def2-TZVPD basis.

Output
Orbital gap: 9.1 eV
LUMO energy: 0.03 eV

```
! RIJCOSX wB97M-V def2-TZVPD def2/J DEFGRID3
* xyz 0 1
N -1.328 0.811 2.917
C -1.672 0.402 1.597
C -3.200 0.253 1.525
C -1.347 1.503 0.532
N 0.105 1.329 0.133
C -0.178 2.628 -2.043
C 0.551 2.463 -0.664
C 2.037 2.268 -0.993
H -2.048 1.460 3.476
H -0.386 1.135 2.919
H -1.071 -0.511 1.365
H -3.556 -0.601 2.078
H -3.592 1.227 1.982
H -3.599 0.180 0.532
H -1.193 2.469 1.099
H -1.930 1.651 -0.414
H 0.301 0.501 -0.513
H -1.250 2.654 -1.991
H -0.002 1.688 -2.599
H 0.340 3.447 -2.476
H 0.384 3.458 -0.072
H 2.256 1.677 -1.864
H 2.731 1.929 -0.267
H 2.364 3.232 -1.169
H -2.517 -0.620 -2.184
H -1.137 -0.459 -2.347
O -1.975 0.047 -2.677
H -0.642 -2.888 3.049
H -1.384 -1.424 3.047
O -1.174 -2.327 2.482
H 0.940 -0.689 2.293
H 1.445 -2.067 2.986
O 0.883 -1.288 3.113
H 4.314 1.661 -2.220
H 3.848 0.352 -1.622
O 4.439 0.716 -2.305
H -4.583 -1.866 -1.820
H -5.010 -0.779 -0.786
O -4.515 -0.978 -1.587
H 5.013 -1.925 -0.594
H 3.560 -1.593 -0.597
O 4.245 -1.966 -0.078
H 2.699 0.274 4.078
H 2.559 1.472 2.924
O 2.915 1.170 3.756
H 2.556 -1.909 -2.684
H 3.579 -2.852 -2.954
O 3.053 -2.559 -2.243
H 1.866 -2.659 -0.015
H 0.711 -2.811 1.131
O 1.396 -2.219 0.697
H 0.224 -0.421 -4.354
H 0.682 0.785 -3.456
O 0.961 -0.074 -3.847
H -1.744 -4.908 1.383
H -2.896 -3.908 1.277
O -2.414 -4.533 0.715
H -0.468 4.225 1.461
H -0.625 4.833 0.088
O -1.010 4.800 0.967
H -1.598 -2.307 0.059
H -1.461 -3.177 -1.337
O -1.453 -2.380 -0.888
*
```



Table of energy relative to the best compared isomer or geometry (same formula, charge and spin) (kcal/mol), in record order: 189.6 37.0 14.4 189.5 77.4 137.1